Entry 1:
Molecular formula: C48H36AsF9NO8PPdSTe
Method: DFT, wB97M-V/def2-TZVPD

The geometry in XYZ format:
```
107
Properties=species:S:1:pos:R:3:forces:R:3:mulliken_charge:R:1
Pd -1.275827 -1.591953 0.467909 -0.7018 0.0481 -1.2174 -0.024
O -2.765451 -3.807789 3.240519 -0.0206 -0.0168 -0.0863 -0.667
As -1.002123 -3.787416 2.937929 -0.0494 -0.0300 -0.0137 -0.259
O -0.881496 -2.014181 3.303934 0.1266 -0.0598 0.0296 0.316
O -0.927379 -3.528161 1.240927 -0.0859 0.6107 0.1518 -0.222
C -1.517873 -1.434967 4.353321 -0.0086 0.0153 -0.0011 0.165
C -1.290547 -1.844132 5.661749 0.0064 0.0121 0.0062 -0.709
C -1.919620 -1.192359 6.710698 -0.0060 0.0024 -0.0071 -0.651
C -2.772478 -0.125639 6.465102 0.0093 -0.0029 -0.0066 -0.719
C -3.000244 0.281878 5.159505 -0.0124 -0.0129 0.0087 -0.551
C -2.382160 -0.372624 4.103534 -0.1444 -0.0147 0.0272 -0.349
S -2.675137 0.204865 2.448730 0.3461 0.0916 0.2199 1.812
O -3.596040 1.302133 2.584289 -0.1674 -0.0630 -0.1268 -0.719
O -1.341522 0.583899 1.941023 -0.0865 0.0960 0.1971 -0.489
O -3.178565 -0.932201 1.632482 0.3609 -0.0109 0.0026 -0.914
H -3.091567 -4.708474 3.341699 0.0212 0.0042 0.0789 0.310
H -0.613837 -2.669648 5.846565 0.0090 0.0095 -0.0058 0.436
H -1.737046 -1.519204 7.726561 0.0012 0.0017 0.0003 0.410
H -3.257760 0.387787 7.284039 -0.0047 -0.0054 0.0009 0.417
H -3.661719 1.107261 4.936376 0.0028 0.0008 -0.0032 0.576
C 2.509365 2.348414 5.184248 -0.0052 0.0048 -0.0015 -1.855
C 3.307592 1.940913 3.972684 -0.1377 -0.1135 -0.0227 1.478
C 4.464342 2.645442 3.649121 0.1766 0.0358 -0.1414 -1.511
C 5.211153 2.308191 2.534296 0.2243 -0.6438 0.9780 -0.884
C 4.814730 1.259818 1.721474 0.2124 -1.1959 1.0743 -1.120
C 3.675855 0.531157 2.048476 0.3949 -0.0995 0.2654 0.917
N 3.173334 -0.502703 1.233604 0.1135 0.0492 0.0706 0.776
C 3.812146 -1.369088 0.400463 0.0095 0.0065 0.0574 1.089
C 5.208541 -1.560807 0.427852 -0.0016 0.0225 0.0127 -0.829
C 5.821407 -2.449861 -0.422251 0.0053 0.0212 -0.0171 -0.810
C 5.093510 -3.200684 -1.350030 -0.0268 0.0166 0.0085 -0.910
C 3.729616 -3.051668 -1.380123 0.0141 0.0058 -0.0170 -0.605
C 3.068994 -2.160928 -0.519769 0.0051 0.0128 -0.0609 -0.321
C 1.614447 -2.105209 -0.543201 -0.2014 0.3199 -0.1776 0.846
O 1.016086 -2.676780 -1.590078 0.3989 -0.4244 0.1158 -0.628
O 0.958580 -1.516889 0.319371 0.0845 -0.4755 0.1109 1.523
C 2.909566 0.862251 3.178376 -0.0060 -0.0134 0.1400 0.298
C 1.684986 0.050557 3.502627 -0.0384 -0.0279 -0.0211 -1.583
H 2.897301 3.277144 5.600122 0.0083 -0.0021 0.0089 0.397
H 2.553842 1.587324 5.966564 -0.0051 -0.0039 -0.0053 0.362
H 1.456353 2.500072 4.942696 -0.0039 0.0067 -0.0023 0.333
H 4.770516 3.476125 4.273144 0.0011 0.0081 0.0097 0.369
H 6.093741 2.879262 2.276562 -0.0078 -0.0514 0.0908 0.416
H 5.361699 1.046671 0.814542 -0.1445 -0.4713 1.2098 0.775
H 2.169636 -0.611513 1.255356 0.0070 0.0069 -0.0007 -0.923
H 5.799214 -1.028472 1.156132 -0.0040 0.0478 0.0272 0.622
H 6.895346 -2.573472 -0.356797 -0.0026 -0.0093 0.0060 0.422
H 5.588726 -3.899466 -2.008826 0.0026 0.0073 -0.0074 0.446
H 3.131413 -3.636790 -2.063942 -0.0145 -0.0135 -0.0012 0.400
H 1.894289 -1.019272 3.440813 0.0114 -0.0105 0.0032 0.324
H 0.853691 0.245851 2.814846 0.0094 0.0051 0.0228 0.092
H 1.316685 0.253712 4.504791 -0.0131 0.0073 0.0024 0.636
F -2.781611 -0.714724 -7.342525 -0.0026 -0.0037 -0.0026 -0.263
C -2.321476 0.453821 -6.869552 -0.0067 0.0033 0.0036 0.693
F -3.226915 1.396608 -7.188908 0.0005 0.0028 -0.0007 -0.267
F -1.199896 0.747372 -7.553796 0.0063 -0.0020 -0.0033 -0.274
C -2.065979 0.412283 -5.389038 0.0168 0.0288 0.0233 0.301
C -2.476851 -0.665633 -4.631876 -0.0292 0.0021 0.0063 -0.847
C -2.217490 -0.678726 -3.265807 -0.0831 0.0374 0.0503 -0.192
C -1.547225 0.370784 -2.662433 0.0740 -0.2561 -0.0100 0.114
C -1.171357 1.475480 -3.434537 0.0416 -0.0232 0.0269 -0.423
C -1.422922 1.493983 -4.790382 -0.0056 -0.0145 -0.0296 -1.320
P -1.306397 0.392404 -0.847039 -0.0197 -0.2112 0.6509 1.269
C -2.591223 1.625034 -0.488843 0.0186 -0.0325 0.0205 1.685
C -2.334208 2.975341 -0.287124 0.0460 -0.0030 0.0046 -0.367
C -3.385155 3.855342 -0.097172 -0.0088 0.0022 -0.0096 -1.144
C -4.690494 3.387356 -0.123241 0.0075 0.0026 0.0015 0.372
C -4.954345 2.045805 -0.344002 -0.0004 -0.0033 0.0075 -0.937
C -3.903344 1.165628 -0.528230 -0.0073 0.0001 0.0109 -0.887
C -5.818297 4.346663 0.132997 -0.0206 0.0137 0.0041 0.795
F -6.019099 4.541412 1.447956 0.0058 -0.0029 -0.0074 -0.255
F -6.981081 3.911519 -0.381802 0.0066 -0.0021 0.0003 -0.282
F -5.575073 5.557662 -0.405013 0.0027 -0.0053 -0.0012 -0.279
C 0.355402 1.114362 -0.653132 0.0038 0.0916 -0.1897 1.258
C 0.711020 1.904614 0.436228 -0.0079 0.0810 0.0371 -1.252
C 1.993289 2.431135 0.527871 -0.0918 0.1845 -0.1288 -1.490
C 2.924731 2.155409 -0.457497 -0.1339 0.0684 -0.2343 0.745
C 2.603387 1.309033 -1.512072 0.0242 0.0627 0.0659 -1.051
C 1.325723 0.790801 -1.606168 -0.0804 0.0906 -0.0300 -0.928
C 4.277276 2.809711 -0.454200 -0.4215 0.3858 -0.1566 0.484
F 4.378873 3.699574 -1.464735 0.0484 -0.0752 0.0288 -0.323
F 4.530121 3.471103 0.681331 -0.3805 1.1410 -1.4031 -0.260
F 5.268289 1.915329 -0.633787 0.2984 0.7056 -1.7698 -0.286
H -2.982648 -1.499636 -5.097465 0.0129 0.0350 0.0110 0.668
H -2.554804 -1.511268 -2.663372 0.0158 0.0265 -0.0200 0.741
H -0.677558 2.321575 -2.974614 0.0200 0.0047 0.0168 0.525
H -1.121481 2.344005 -5.388652 0.0053 -0.0025 0.0015 0.459
H -1.320879 3.351615 -0.274216 0.0135 -0.0052 0.0126 0.377
H -3.189580 4.906551 0.066182 0.0001 -0.0020 0.0037 0.456
H -5.973236 1.685668 -0.357838 -0.0001 0.0009 0.0039 0.421
H -4.108999 0.112211 -0.669033 0.0012 -0.0186 0.0167 0.306
H -0.008341 2.096493 1.219933 0.0229 0.0254 -0.0331 0.780
H 2.261361 3.055899 1.369058 0.0002 0.0093 0.0014 0.650
H 3.345943 1.066112 -2.261284 0.0045 -0.0130 -0.0102 0.539
H 1.085118 0.135095 -2.433673 -0.0239 0.0137 -0.0340 0.648
Te -0.772057 -3.574189 -1.366144 -0.1073 -0.0033 0.0356 0.417
C -1.033820 -3.593303 -3.462025 0.1036 -0.1134 0.0245 0.183
C 0.015828 -3.495984 -4.367336 -0.0232 0.1565 0.0147 -0.100
C -0.224000 -3.699767 -5.719398 -0.0342 0.0194 -0.0119 -0.691
C -1.495308 -4.037189 -6.164186 0.0236 -0.0059 -0.0154 -0.397
C -2.537015 -4.158103 -5.255697 -0.0142 0.0292 0.0252 -0.759
C -2.310024 -3.924499 -3.906502 0.0083 -0.0810 -0.0201 -0.308
H 1.010409 -3.238869 -4.026289 0.0030 -0.0315 0.0106 0.375
H 0.588795 -3.604018 -6.427695 0.0018 0.0009 0.0021 0.443
H -1.673454 -4.206553 -7.217759 -0.0020 0.0108 -0.0014 0.422
H -3.530668 -4.418438 -5.597194 -0.0005 -0.0051 -0.0007 0.394
H -3.139562 -3.998266 -3.208306 0.0054 -0.0242 0.0077 0.356
```
Positions in Å, forces in eV/Å.

* energy above the lowest of the compared OMol25 structures with the same formula, charge and spin: 50.10 kcal per mole
* highest occupied orbital energy (spin up / spin down): -7.84 / -7.83 eV
* Kohn-Sham gap (spin up / spin down): 5.98 / 6.38 eV
* electronic energy: -184426.094 eV
* strongest force on any atom: 1.9 eV/Å

=====

Entry 2:
Molecular formula: C48H36CoN3O6S2
Method: DFT, wB97M-V/def2-TZVPD

The geometry in XYZ format:
```
96
Properties=species:S:1:pos:R:3:forces:R:3:mulliken_spin:R:1
Co 0.153458 -1.160139 2.516421 0.1545 -0.4455 0.6268 2.761
O 0.046503 2.752127 3.918257 0.0380 -0.3507 -0.0682 0.004
C 0.161856 1.476563 3.803833 -0.8941 0.0979 -0.5134 0.007
O -0.640581 0.751815 3.162398 0.3985 0.2437 0.7527 0.017
C 1.336544 0.817164 4.414177 0.8571 -0.3023 0.4725 0.009
C 2.332907 1.389503 5.203259 -0.5449 0.5472 -0.1127 0.001
C 3.413150 0.593447 5.575018 0.3393 0.1508 0.1988 0.001
C 3.475081 -0.729255 5.162667 0.0735 -0.5178 -0.0465 0.002
C 2.433479 -1.229588 4.380679 -0.0337 0.2841 0.1622 -0.008
N 1.407774 -0.460380 4.032488 0.4196 0.4282 0.2054 0.044
C 2.335715 -2.620932 3.777524 0.5750 -0.9013 0.0483 0.007
O 3.149740 -3.492953 4.065936 -0.8209 1.0667 -0.2671 0.008
O 1.353234 -2.712285 2.932707 -0.2108 -0.2424 -0.0615 0.072
H -0.610389 3.106469 3.163487 0.1005 -0.1915 0.1373 -0.001
H 2.256966 2.444262 5.505590 0.0560 -0.6158 -0.2145 0.000
H 4.226007 1.022832 6.174991 -0.4285 -0.2220 -0.2684 0.000
H 4.309133 -1.394101 5.414555 -0.3893 0.3220 -0.0916 0.000
C 7.106012 -1.058058 -0.705021 0.9015 -0.2392 -0.0551 0.000
C 5.710825 -0.728138 -0.289862 -0.1010 0.0822 0.0936 0.001
C 5.065382 0.407399 -0.778981 0.0376 0.3553 -0.2862 -0.001
C 3.774148 0.723778 -0.376068 -0.1307 0.8602 -0.4769 0.001
C 3.127370 -0.107718 0.518350 -0.3306 -0.4121 0.4817 -0.001
C 3.748663 -1.238960 1.023036 -0.1853 -0.4631 0.4376 0.005
C 5.040762 -1.538389 0.620902 0.1312 -0.3795 0.1968 0.000
S 1.435136 0.279453 1.009584 0.9357 0.4029 -1.4249 -0.038
O 1.394807 1.725214 1.273423 0.3263 0.3217 0.3915 0.010
C 0.660382 -0.131525 -0.565249 -0.0806 0.5266 0.0209 -0.008
C 0.714281 -1.519149 -0.730229 0.0095 -1.1401 -0.4115 0.028
C 0.113484 -2.123187 -1.798934 0.3238 -0.3424 0.3991 0.005
C -0.631263 -1.342568 -2.709361 0.1774 0.3592 0.0926 -0.001
C -1.342494 -1.944928 -3.759339 -0.3564 -0.6225 -0.4297 0.000
C -2.073286 -1.188897 -4.641211 -0.1306 -0.8170 -0.2675 0.001
C -2.117402 0.201042 -4.496503 -0.1863 0.7528 -0.2222 -0.001
C -1.429115 0.818115 -3.482527 -0.2375 0.5061 -0.1562 0.000
C -0.663559 0.069937 -2.558980 -0.0862 -0.1456 0.1334 0.002
C 0.033644 0.701408 -1.466756 0.1781 -0.7472 0.2895 0.005
C 0.047094 2.177354 -1.459230 -0.0190 0.6669 0.1272 0.003
C 0.713012 2.834783 -2.544964 -0.0880 0.2804 0.1697 0.000
C 1.580951 2.147977 -3.426688 0.2280 -0.3263 -0.1631 0.001
C 2.218428 2.813941 -4.442733 0.2561 -0.6159 -0.0333 0.000
C 1.988646 4.180832 -4.658471 -0.0224 0.6643 -0.1246 0.000
C 1.152861 4.872554 -3.818688 0.1365 0.6402 -0.5169 0.000
C 0.521603 4.233952 -2.734249 0.0461 -0.4817 0.1592 -0.001
C -0.266540 4.953716 -1.813218 -0.2930 0.1408 0.5627 0.001
C -0.797645 4.327745 -0.711231 -0.2792 0.8511 0.1109 0.000
C -0.650936 2.944558 -0.549951 0.1255 -0.4722 -0.1337 0.001
S -1.218671 2.194008 0.983494 -1.2426 0.3734 -1.3445 0.002
O -1.356518 3.349650 1.945003 0.2979 0.1834 0.4317 0.000
C -2.939103 1.766562 0.630188 0.3863 0.1894 -0.1233 0.000
C -3.557158 1.789400 -0.611624 0.3782 0.2408 -0.4237 0.000
C -4.811891 1.215065 -0.744748 -0.1562 -0.0786 -0.3408 -0.001
C -5.456258 0.616367 0.337487 0.0895 0.0558 -0.0323 0.000
C -6.773519 -0.062395 0.146767 -0.7374 -0.5165 -0.0517 0.000
C -4.839711 0.649627 1.586662 0.1030 -0.0389 0.3788 0.000
C -3.580428 1.216773 1.730081 -0.0462 -0.0540 0.5028 0.000
H 7.385100 -0.536239 -1.641010 -0.1226 -0.3434 0.5000 0.000
H 7.224347 -2.155210 -0.843937 -0.0200 0.7287 0.0206 0.000
H 7.833576 -0.749289 0.085294 -0.5142 -0.2059 -0.5687 0.000
H 5.593483 1.057264 -1.495657 -0.3615 -0.3412 0.4174 0.000
H 3.274633 1.633819 -0.756006 0.2977 -0.5819 0.2352 0.001
H 3.235229 -1.914940 1.719775 0.2161 0.3885 -0.4390 0.008
H 5.536302 -2.428624 1.030857 -0.2419 0.3973 -0.2162 0.000
H 1.249714 -2.119012 0.016075 -0.1719 0.0875 -0.3189 -0.005
H 0.176913 -3.208397 -1.951896 -0.0335 0.4813 0.1539 0.000
H -1.315398 -3.042712 -3.842599 0.0149 0.5925 -0.0378 0.000
H -2.621395 -1.676481 -5.458500 0.2679 0.2571 0.4064 0.000
H -2.700113 0.801185 -5.210239 0.3026 -0.2869 0.4200 0.000
H -1.478104 1.908969 -3.378813 0.0031 -0.5410 -0.1144 0.000
H 1.765277 1.078700 -3.281439 -0.0605 0.3996 -0.0557 0.000
H 2.922838 2.273897 -5.085183 -0.3451 0.2095 0.2313 0.000
H 2.491778 4.699581 -5.482493 -0.2434 -0.2459 0.3518 0.000
H 0.959695 5.947301 -3.973539 0.1906 -0.6272 0.0893 0.000
H -0.407186 6.027356 -1.959020 0.0280 -0.3375 0.0591 0.000
H -1.346487 4.889484 0.058469 0.3042 -0.2739 -0.4319 0.000
H -3.072704 2.253119 -1.482367 -0.1677 -0.2509 0.4688 0.000
H -5.304741 1.225836 -1.723041 0.1634 0.0141 0.3546 0.000
H -7.406312 0.483417 -0.581274 0.3051 -0.3125 0.4366 0.000
H -7.319405 -0.151127 1.108648 0.2621 0.0644 -0.6197 0.000
H -6.632754 -1.097525 -0.248282 -0.0980 0.6878 0.2606 0.000
H -5.334854 0.215033 2.464572 0.1700 0.1810 -0.4376 0.000
H -3.064690 1.230480 2.698154 -0.3242 -0.0896 -0.3593 -0.001
N -2.806826 -2.152525 -0.298371 -0.4566 -0.0816 -0.3492 0.005
C -2.036787 -1.349441 0.452973 0.0123 0.0969 0.1252 -0.014
N -1.366504 -1.992427 1.392628 -0.3209 0.2113 -0.2545 0.064
C -1.735240 -3.337085 1.250965 -0.2574 0.2191 -0.4178 0.011
C -1.345584 -4.452021 1.967623 0.5003 -0.3228 0.5859 0.001
C -1.881237 -5.669323 1.573136 0.2424 -0.3273 0.3897 -0.001
C -2.773597 -5.770783 0.501634 -0.2841 -0.3241 -0.2599 0.000
C -3.175339 -4.656933 -0.219879 -0.5117 -0.4264 -0.5509 0.001
C -2.644124 -3.449271 0.177847 0.5251 0.4671 0.4600 -0.017
H -3.414131 -1.882485 -1.084206 0.6610 0.0079 0.7665 0.000
H -1.976473 -0.284115 0.295446 -0.0471 -0.2517 -0.1197 0.000
H -0.624191 -4.360714 2.797669 -0.4465 -0.1267 -0.5490 0.007
H -1.603114 -6.584301 2.110231 -0.0937 0.4648 -0.2328 0.000
H -3.164868 -6.756503 0.228445 0.1590 0.4276 0.1095 0.000
H -3.879346 -4.729776 -1.066844 0.4481 0.0023 0.5686 0.000
```
Positions in Å, forces in eV/Å.

* energy above the lowest of the compared OMol25 structures with the same formula, charge and spin: 0.00 kcal per mole
* highest occupied orbital energy (spin up / spin down): -10.69 / -10.70 eV
* Kohn-Sham gap (spin up / spin down): 7.87 / 7.72 eV
* electronic energy: -126410.742 eV
* spin multiplicity: 4
* total charge: +1
* strongest force on any atom: 1.9 eV/Å
* ⟨S²⟩: 3.758

=====

- What is the formula in the second record?
  C48H36CoN3O6S2